--- a ---
The following is a DFT calculation (ωB97M-V/def2-TZVPD) of one molecule with the formula C18H22N2O3.

Geometry as ORCA input:
```
! wB97M-V def2-TZVPD RIJCOSX def2/J DEFGRID3
* xyz 0 1
O -0.045 1.988 -0.031
O -5.385 -2.030 0.254
O -3.224 -2.637 -0.109
N -3.943 -0.473 -0.405
N 0.310 -0.242 -0.108
C 4.783 -1.459 -0.114
C -2.668 0.096 -0.757
C 1.712 -0.170 -0.446
C 6.227 -1.345 -0.496
C 4.631 0.911 0.594
C -6.899 1.747 -0.111
C -5.153 0.162 -0.227
C -5.566 1.473 -0.376
C -6.049 -0.836 0.177
C -0.447 0.853 0.107
C 2.603 -0.628 0.717
C 5.930 1.110 -0.181
C -4.090 -1.805 -0.088
C 4.057 -0.461 0.370
C 6.858 -0.074 0.064
C -7.783 0.753 0.286
C -1.885 0.522 0.491
C -7.373 -0.565 0.440
H 6.769 -2.225 -0.141
H -4.882 2.248 -0.681
H -2.830 0.949 -1.418
H -0.076 -1.156 0.073
H -2.114 -0.678 -1.296
H 6.409 2.041 0.128
H 3.898 1.667 0.304
H 4.333 -2.431 -0.268
H -1.897 -0.296 1.215
H 4.819 1.040 1.665
H 5.710 1.181 -1.248
H -7.256 2.760 -0.217
H 6.300 -1.345 -1.590
H -8.051 -1.343 0.749
H 7.829 0.098 -0.403
H 1.918 0.874 -0.692
H -2.342 1.404 0.939
H 2.387 -1.676 0.939
H 2.362 -0.029 1.598
H -8.813 1.008 0.482
H 7.015 -0.189 1.138
H 1.909 -0.790 -1.326
*
```

SMILES string: O=C(CCn1c(=O)oc2ccccc21)NCCC1=CCCCC1
Kohn-Sham gap, eV: 9.3
HOMO, eV: -8.6228

Here are the natural (NBO) charges for atoms 1 to 6, given in e: number 1, O, carries -0.62; number 2, O, carries -0.44; number 3, O, carries -0.61; number 4, N, carries -0.44; number 5, N, carries -0.62; number 6, C, carries -0.19

--- b ---
The following is a DFT calculation (ωB97M-V/def2-TZVPD) of one molecule with the formula C18H22N2O3.

Geometry as ORCA input:
```
! wB97M-V def2-TZVPD RIJCOSX def2/J DEFGRID3
* xyz 0 1
O -3.270 0.390 -2.818
O 1.138 -0.957 0.119
O 2.301 3.135 -1.721
N 1.902 1.634 -0.072
N -0.752 2.427 -0.226
C -2.972 -0.031 -1.717
C -1.880 0.062 2.929
C -1.020 1.728 0.929
C 2.930 -2.479 0.364
C -2.171 0.771 -0.795
C -0.991 1.097 3.214
C 0.290 3.399 -0.405
C 2.856 0.631 -0.476
C -3.363 -1.427 -1.278
C -2.349 -0.155 1.652
C 2.089 -0.640 -0.894
C -0.553 1.945 2.220
C 3.007 -1.858 -1.030
C 1.483 -2.179 0.751
C -1.917 0.675 0.618
C -2.120 -2.296 -1.083
C 1.608 2.713 -0.824
C -1.436 1.847 -1.240
H 3.518 0.409 0.367
H 1.209 1.281 0.576
H 3.439 1.026 -1.310
H 1.534 -0.424 -1.815
H 3.619 -1.978 1.045
H 0.812 -2.970 0.388
H 0.014 4.102 -1.195
H 3.144 -3.544 0.367
H 1.334 -2.060 1.827
H -1.595 -2.407 -2.029
H -0.644 1.237 4.227
H 2.606 -2.548 -1.773
H -1.440 -1.846 -0.364
H -2.207 -0.583 3.731
H -3.040 -0.962 1.471
H -2.404 -3.285 -0.729
H -4.000 -1.858 -2.053
H -1.363 2.215 -2.245
H 4.016 -1.575 -1.319
H -3.938 -1.368 -0.353
H 0.130 2.752 2.445
H 0.446 3.955 0.522
*
```

SMILES string: CCC(=O)c1cn(CC(=O)NC[C@H]2CCCO2)c2ccccc12
Kohn-Sham gap, eV: 9.0
HOMO, eV: -8.2953

Here are the natural (NBO) charges for atoms 1 to 6, given in e: number 1, O, carries -0.56; number 2, O, carries -0.55; number 3, O, carries -0.61; number 4, N, carries -0.63; number 5, N, carries -0.36; number 6, C, carries 0.59

Name the least stable of them. b.

--- a ---
The following is a DFT calculation (ωB97M-V/def2-TZVPD) of a 3-piece molecular cluster, C3H13N2O3 overall.

Geometry as ORCA input:
```
! wB97M-V def2-TZVPD RIJCOSX def2/J DEFGRID3
* xyz 1 1
O 1.984 -2.157 -1.557
O 0.879 0.211 1.947
O 1.529 2.666 -2.649
N -1.027 1.290 2.687
N -0.110 0.118 -0.510
C -0.287 0.472 1.883
C -1.447 -1.424 0.725
C -1.113 0.017 0.616
H -1.892 0.823 0.589
H 2.844 -2.673 -1.337
H -0.266 -0.623 -1.223
H -2.236 -1.762 -0.008
H -0.538 -2.012 0.458
H -0.638 1.788 3.482
H 1.578 -2.636 -2.301
H 2.261 2.064 -2.567
H -1.647 -1.855 1.683
H -2.042 1.381 2.661
H 1.471 3.093 -3.550
H 0.808 0.111 -0.052
H -0.113 1.109 -0.977
*
```

Kohn-Sham gap, eV: 11.5
HOMO, eV: -14.4633

Here are the natural (NBO) charges for atoms 1 to 6, given in e: number 1, O, carries -0.98; number 2, O, carries -0.58; number 3, O, carries -0.98; number 4, N, carries -0.81; number 5, N, carries -0.70; number 6, C, carries 0.67

--- b ---
The following is a DFT calculation (ωB97M-V/def2-TZVPD) of a 3-piece molecular cluster, C3H13N2O3 overall.

Geometry as ORCA input:
```
! wB97M-V def2-TZVPD RIJCOSX def2/J DEFGRID3
* xyz 1 1
O 0.652 1.609 2.799
O -0.750 -1.902 0.585
O -2.925 2.728 -0.382
N -0.035 0.562 -0.232
N -0.513 -2.774 -1.513
C 0.560 -0.632 -0.899
C -0.282 -1.870 -0.547
C 1.947 -0.803 -0.279
H -3.397 2.904 0.448
H 2.152 -1.852 -0.052
H 0.767 1.195 3.689
H 2.786 -0.233 -0.728
H 1.280 2.330 2.653
H 0.618 -0.394 -2.068
H 1.912 -0.533 0.809
H -3.263 3.461 -0.915
H -0.851 1.089 -0.683
H -0.332 0.247 0.764
H 0.667 1.267 0.053
H -0.972 -3.578 -1.133
H -0.020 -2.822 -2.369
*
```

Kohn-Sham gap, eV: 11.4
HOMO, eV: -14.3580

Here are the natural (NBO) charges for atoms 1 to 6, given in e: number 1, O, carries -0.99; number 2, O, carries -0.61; number 3, O, carries -0.96; number 4, N, carries -0.72; number 5, N, carries -0.78; number 6, C, carries -0.14

--- c ---
The following is a DFT calculation (ωB97M-V/def2-TZVPD) of a 3-piece molecular cluster, C3H13N2O3 overall.

Geometry as ORCA input:
```
! wB97M-V def2-TZVPD RIJCOSX def2/J DEFGRID3
* xyz 1 1
O -0.868 -0.786 2.326
O 1.256 1.053 0.318
O 2.021 -1.135 1.776
N -1.495 1.572 0.900
N 0.824 -0.416 -1.408
C -1.081 0.952 -0.354
C 0.412 0.560 -0.455
C 0.213 -0.785 -2.722
H 0.914 -1.539 -3.084
H -1.272 1.440 -1.307
H -1.382 0.888 1.729
H 2.750 -1.634 1.778
H 2.226 -0.313 1.372
H 1.837 -0.469 -1.326
H -1.588 -0.009 -0.546
H 0.210 0.081 -3.476
H -0.953 2.364 0.968
H -0.498 -0.673 3.240
H -0.635 -1.339 -2.570
H -0.366 -1.661 1.998
H -2.526 1.850 0.843
*
```

Kohn-Sham gap, eV: 10.3
HOMO, eV: -13.6735

Here are the natural (NBO) charges for atoms 1 to 6, given in e: number 1, O, carries -1.01; number 2, O, carries -0.64; number 3, O, carries -0.96; number 4, N, carries -0.68; number 5, N, carries -0.61; number 6, C, carries -0.36

Name the least stable of them. c.

--- a ---
The following is a DFT calculation (ωB97M-V/def2-TZVPD) of a 2-piece molecular cluster, C11H15N overall.

Geometry as ORCA input:
```
! wB97M-V def2-TZVPD RIJCOSX def2/J DEFGRID3
* xyz -1 2
N -1.108 -2.055 -2.396
C -1.607 -2.484 -1.176
C -0.228 -1.006 -2.178
C 1.160 0.940 -2.617
C -1.288 -1.921 1.293
C -0.965 -1.790 -0.165
C 0.010 2.131 2.514
C -0.072 -0.831 -0.752
C 0.287 -0.100 -3.085
C 0.698 0.272 -0.327
C 1.429 1.644 2.373
C 1.289 1.133 -1.252
H -0.412 2.498 1.568
H 2.071 2.114 3.119
H 1.856 1.849 1.401
H 0.739 0.448 0.720
H 0.078 -0.140 -4.158
H -0.669 -2.709 1.728
H -1.419 -2.412 -3.272
H -2.350 -2.116 1.447
H 1.875 1.995 -0.919
H 1.504 0.579 2.644
H 1.503 1.676 -3.335
H -1.063 -0.973 1.801
H -0.147 2.987 3.159
H -2.500 -3.059 -0.957
H -0.674 1.333 2.822
*
```

Kohn-Sham gap (alpha / beta), eV: 2.9 / 6.3
HOMO (alpha / beta), eV: 0.7960 / -2.7125
<S²>: 0.77

Here are the natural (NBO) charges for atoms 1 to 6, given in e: number 1, N, carries -0.56; number 2, C, carries -0.20; number 3, C, carries 0.16; number 4, C, carries -0.34; number 5, C, carries -0.62; number 6, C, carries -0.14

--- b ---
The following is a DFT calculation (ωB97M-V/def2-TZVPD) of a 2-piece molecular cluster, C11H15N overall.

Geometry as ORCA input:
```
! wB97M-V def2-TZVPD RIJCOSX def2/J DEFGRID3
* xyz -1 2
N -0.945 -1.642 0.840
C -0.279 0.294 1.806
C -2.021 0.233 -2.132
C -1.297 1.563 -2.263
C 0.875 -0.294 1.194
C 2.086 0.294 0.702
C -1.351 -0.530 1.622
C 3.026 -0.500 0.019
C -0.249 1.665 2.362
C 2.603 -1.754 -0.423
C 0.425 -1.517 0.618
C 1.245 -2.150 -0.339
H 0.142 2.399 1.650
H -1.377 -0.621 -2.380
H 2.222 1.361 0.858
H -0.282 1.474 -1.904
H -1.217 2.043 2.719
H -2.541 0.072 -1.197
H -1.705 2.356 -1.621
H 3.197 -2.429 -1.032
H -2.371 -0.363 1.931
H -1.431 1.957 -3.271
H 0.346 1.730 3.283
H -2.686 -0.020 -2.976
H -1.358 -2.506 1.106
H 0.913 -2.963 -0.972
H 4.030 -0.153 -0.197
*
```

Kohn-Sham gap (alpha / beta), eV: 3.2 / 6.7
HOMO (alpha / beta), eV: 0.6187 / -2.9924
<S²>: 0.77

Here are the natural (NBO) charges for atoms 1 to 6, given in e: number 1, N, carries -0.58; number 2, C, carries -0.09; number 3, C, carries -0.63; number 4, C, carries -0.64; number 5, C, carries -0.15; number 6, C, carries -0.38

Name the least stable of them. b.